This record from the OMol25 dataset describes a structure of composition C35H45F3IN2OPSiTa. The level of theory is ωB97M-V/def2-TZVPD.

Properties
Highest occupied orbital energy ... -4.20 eV
Relative energy (zero: lowest compared OMol25 entry of this formula, charge and spin) ... 249.1 kcal per mole
Gap between HOMO and LUMO ... 0.202 hartree
Total charge ... -1

Last column: Mulliken charge in e.
CARTESIAN COORDINATES (ANGSTROEM)
C 0.9434 -6.6676 1.1281  -1.141
Si 0.3703 -4.9372 0.3923  0.522
C 1.3534 -4.7536 -1.2767  -0.911
C -1.5457 -5.1839 0.0356  -0.743
Ta 0.8431 -3.1003 2.1534  -0.084
I 2.5732 -4.9876 3.4978  -0.287
C -0.3502 -1.4586 1.0859  -0.708
C -1.0142 -1.8223 -0.3586  -0.024
C -1.5335 -0.3628 -0.9948  0.752
F -2.6403 -0.6924 -1.9267  -0.297
F -2.0328 0.5683 0.0548  -0.194
F -0.4492 0.2572 -1.8451  -0.240
C 2.7790 -2.3258 1.0419  0.554
C 2.7542 -1.5564 -0.3899  0.083
C 4.0682 -0.9489 -1.2049  -0.434
C 5.4777 -1.2314 -0.3482  -0.334
C 5.2877 -2.0137 1.0679  -0.280
N 4.0740 -2.5490 1.7454  -0.159
P 1.4453 -1.4099 4.0837  0.395
N 0.3521 -0.0106 3.9352  -0.771
O 1.1972 -2.1786 5.6601  -0.519
H 0.4126 -7.4701 0.4246  0.274
H 0.4744 -6.8083 2.1925  0.237
H 2.1029 -6.8151 1.0781  0.250
H 1.0495 -3.8107 -1.9025  0.224
H 2.5205 -4.8156 -1.1459  0.244
H 1.0461 -5.7037 -1.9314  0.277
H -1.8616 -4.5572 -0.9061  0.243
H -1.8017 -6.3219 -0.0502  0.347
H -2.1063 -4.7709 1.0059  0.070
H -0.6482 -3.6777 3.1491  -0.040
H 0.3414 -0.5022 0.9377  0.353
H -1.2169 -1.1025 1.8244  0.013
H -0.2843 -2.2516 -1.1659  -0.222
H -2.0191 -2.4568 -0.2450  0.036
H 1.6907 -1.3791 -0.8894  -0.183
H 4.0245 -0.3829 -2.2275  0.311
H 6.5311 -0.8417 -0.7447  0.248
H 6.3084 -2.1749 1.6703  0.223
H 0.5557 0.3857 2.9750  0.372
H -0.6239 -0.4280 3.8990  0.317
H 1.7479 -1.6386 6.3208  0.295
C -4.4265 5.6976 1.5593  -0.404
C -3.4866 4.8405 2.1309  -0.444
C -3.1848 3.6256 1.5163  -0.390
C -3.8164 3.2720 0.3236  -0.182
C -4.7537 4.1308 -0.2499  -0.629
C -5.0623 5.3415 0.3697  -0.304
H -4.6640 6.6428 2.0404  0.350
H -2.9894 5.1193 3.0566  0.365
H -2.4573 2.9550 1.9654  0.463
H -3.5778 2.3275 -0.1581  0.429
H -5.2446 3.8558 -1.1802  0.362
H -5.7965 6.0078 -0.0745  0.357
C 0.4193 2.6468 -3.8938  -0.315
C 1.0356 3.3476 -4.9301  -0.429
C 0.9872 4.7411 -4.9559  -0.414
C 0.3303 5.4348 -3.9392  -0.443
C -0.2827 4.7340 -2.9009  -0.546
C -0.2423 3.3401 -2.8800  -0.277
H 0.4543 1.5607 -3.8758  0.425
H 1.5533 2.8073 -5.7187  0.389
H 1.4617 5.2867 -5.7671  0.358
H 0.2967 6.5209 -3.9565  0.363
H -0.7932 5.2748 -2.1077  0.431
H -0.7247 2.7943 -2.0739  0.419
C 6.0262 4.5264 -4.0613  -0.503
C 4.6364 4.4800 -3.9561  -0.255
C 4.0003 5.0503 -2.8539  0.119
C 4.7541 5.6762 -1.8607  -0.583
C 6.1437 5.7258 -1.9678  -0.323
C 6.7805 5.1474 -3.0654  -0.384
H 6.5219 4.0788 -4.9188  0.356
H 4.0486 3.9983 -4.7335  0.308
H 2.9178 5.0081 -2.7690  0.226
H 4.2582 6.1250 -1.0041  0.360
H 6.7309 6.2151 -1.1945  0.345
H 7.8635 5.1814 -3.1458  0.346
C -4.1258 -3.1293 3.1279  -0.110
C -5.1738 -3.1665 2.2087  -0.369
C -6.2052 -4.0924 2.3629  -0.399
C -6.1936 -4.9753 3.4432  -0.405
C -5.1474 -4.9355 4.3645  -0.343
C -4.1112 -4.0158 4.2050  -0.516
H -3.3204 -2.4099 3.0054  0.311
H -5.1863 -2.4739 1.3708  0.383
H -7.0182 -4.1256 1.6428  0.353
H -6.9998 -5.6936 3.5663  0.342
H -5.1394 -5.6225 5.2072  0.350
H -3.2935 -3.9888 4.9199  0.390